{
  "formula": "C6H15NS",
  "method": "wB97M-V/def2-TZVPD",
  "symbols": ["S", "N", "C", "C", "C", "C", "C", "C", "H", "H", "H", "H", "H", "H", "H", "H", "H", "H", "H", "H", "H", "H", "H"],
  "coordinates": [[-3.134997, 0.602811, -0.934245], [0.407026, -0.418206, 0.491590], [-1.901472, -1.429000, 0.529440], [1.553666, 0.139317, -0.156406], [1.306596, 1.089749, -1.321988], [-0.542110, -1.245618, -0.209793], [2.503105, 0.867541, 0.840972], [-2.644570, -0.098193, 0.666528], [0.829871, 0.566279, -2.140309], [2.027655, 1.829148, 1.072783], [2.586908, 0.147075, 1.718250], [-1.140358, 1.128701, -1.433363], [-3.612837, -0.164033, 1.157497], [-0.786453, -0.753380, -1.158955], [-1.648101, -1.867224, 1.504886], [2.102689, -0.728244, -0.550144], [2.242275, 1.570604, -1.676678], [0.323083, -0.341840, 1.514311], [-0.089702, -2.226851, -0.450174], [-2.056333, 0.531655, 1.282324], [-2.420081, -2.067829, -0.180191], [0.638535, 1.867271, -0.878990], [3.455616, 1.000263, 0.312654]],
  "atomic_forces_ev_per_a": [[3.9, 1.2, -0.6], [-1.1, 1.1, 1.4], [1.4, 0.5, -0.8], [1.6, -0.5, 0.1], [-0.5, 0.6, 0.8], [0.0, 0.2, 0.0], [-1.1, -1.8, -0.1], [-0.4, -0.9, -0.6], [-0.2, 0.1, -0.4], [0.4, -0.2, 0.4], [0.3, 1.4, -0.7], [-3.7, -0.7, 0.8], [-0.1, -0.5, 0.2], [0.1, -0.4, 0.0], [-0.6, -0.2, -0.2], [0.4, 0.1, -0.2], [-0.6, -0.4, 0.2], [0.2, -0.1, -1.1], [-0.3, 0.1, 0.1], [0.5, 1.1, 0.3], [-0.5, -0.5, 0.6], [0.3, -0.2, -0.7], [-0.1, 0.1, 0.5]],
  "energy_ev": -18787.267,
  "homo_lumo_gap_ev": 7.56,
  "max_force_ha_per_bohr": 0.079,
  "de_lowest_kj_mol": 320.61
}


{
  "formula": "C6H15NS",
  "method": "wB97M-V/def2-TZVPD",
  "symbols": ["S", "N", "C", "C", "C", "C", "C", "C", "H", "H", "H", "H", "H", "H", "H", "H", "H", "H", "H", "H", "H", "H", "H"],
  "coordinates": [[1.148246, 0.915246, -0.108624], [1.273241, -1.321605, 3.214270], [-1.553759, -0.581973, -1.400512], [1.774146, -0.477389, 2.144491], [-0.771497, -1.580136, -2.348289], [-2.175045, 1.934476, -0.905936], [0.681604, -0.389690, 1.000256], [-1.651023, 0.769280, -1.766022], [-1.349986, 2.624261, -0.709491], [2.787967, -0.813018, 1.687291], [-1.596749, 1.054247, -2.807565], [0.583544, -1.445332, 0.490742], [-0.335710, -0.135129, 1.464986], [-1.149838, -1.628737, -3.359531], [-2.336178, -0.992864, -0.734005], [1.946927, 0.591808, 2.508038], [-0.663003, 0.359928, -1.025228], [-0.657429, -2.581418, -1.968835], [1.745863, -1.162435, 4.090001], [0.257680, -1.073369, -2.484021], [-3.016605, 2.504319, -1.343806], [-2.582928, 1.560101, 0.024271], [1.255258, -2.302468, 3.061317]],
  "atomic_forces_ev_per_a": [[-0.1, -0.1, -0.4], [-0.1, 1.3, 0.3], [-1.4, -0.5, -3.0], [0.6, 0.3, -0.6], [1.3, 2.6, 0.8], [-0.6, -1.0, -0.1], [0.2, -1.4, 1.0], [-2.7, 0.2, 0.5], [-0.1, -0.1, -0.1], [-1.6, 0.5, 0.5], [1.7, -0.1, -0.2], [0.1, 2.0, 0.6], [1.2, -0.4, -0.6], [-0.6, 0.1, -0.1], [1.4, 0.5, 0.9], [-0.3, -1.5, -0.2], [1.3, -0.1, 0.4], [0.0, -0.1, 0.4], [0.1, 0.1, 0.1], [-1.3, -1.1, 0.3], [0.7, -0.4, -0.4], [0.2, -0.1, 0.5], [0.2, -0.7, -0.5]],
  "s2": 0.753,
  "energy_ev": -18779.452,
  "homo_lumo_gap_ev": [7.47, 6.22],
  "max_force_ha_per_bohr": 0.064,
  "de_lowest_kj_mol": 251.27,
  "total_charge": 1,
  "multiplicity": 2
}


{
  "formula": "C6H15O",
  "method": "wB97M-V/def2-TZVPD",
  "symbols": ["O", "C", "C", "C", "C", "C", "C", "H", "H", "H", "H", "H", "H", "H", "H", "H", "H", "H", "H", "H", "H", "H"],
  "coordinates": [[0.865016, -1.390304, 0.151024], [2.094089, -0.857024, 0.343992], [-1.112113, 0.701211, -0.791970], [-0.771194, 1.019828, 0.667003], [-1.718638, 1.880378, -1.522223], [-1.949905, -0.573322, -0.782427], [2.586608, -0.953136, 1.821592], [-0.150033, 0.462081, -1.275376], [2.104541, 0.248105, 0.130345], [-1.852676, 1.628361, -2.582231], [-1.739096, 1.129551, 1.188820], [-1.335177, -1.368481, -0.362855], [-2.291178, -0.808519, -1.801652], [3.382075, -0.255870, 2.084559], [-2.674227, 2.212626, -1.084636], [2.872510, -1.337745, -0.297291], [3.028087, -1.950689, 1.932587], [-1.046415, 2.747276, -1.516930], [-0.252861, 1.984233, 0.740849], [-2.863277, -0.378793, -0.200218], [1.720528, -0.960944, 2.486605], [-0.214601, 0.202818, 1.121531]],
  "atomic_forces_ev_per_a": [[0.4, -0.3, 0.1], [-0.8, 0.3, 0.3], [1.1, -0.4, 0.5], [-0.9, 0.7, -0.1], [-0.2, 0.2, -0.3], [-0.4, 0.7, -0.6], [0.2, -1.3, -0.5], [-0.3, -0.1, 0.1], [0.2, 0.0, -0.3], [-0.3, 0.0, 0.1], [0.2, 0.1, 0.1], [-0.1, -0.1, 0.0], [0.2, -0.2, 0.1], [-0.1, 0.4, 0.1], [0.1, -0.2, -0.2], [0.2, 0.3, 0.0], [0.0, -0.1, 0.2], [0.0, -0.1, 0.2], [0.1, -0.2, 0.1], [0.1, -0.2, 0.1], [0.1, 0.5, 0.0], [0.2, 0.0, -0.2]],
  "energy_ev": -8512.336,
  "homo_lumo_gap_ev": 6.41,
  "max_force_ha_per_bohr": 0.028,
  "de_lowest_kj_mol": 19.39,
  "total_charge": -1
}


{
  "formula": "C6H15O2",
  "method": "wB97M-V/def2-TZVPD",
  "symbols": ["O", "O", "C", "C", "C", "C", "C", "C", "H", "H", "H", "H", "H", "H", "H", "H", "H", "H", "H", "H", "H", "H", "H"],
  "coordinates": [[0.576884, 0.623378, 0.439364], [-2.122851, -2.788276, 0.713770], [-0.554612, -0.267073, 0.681290], [0.979973, 0.757072, -0.939035], [-0.121837, -1.730563, 0.550536], [2.259780, 1.552108, -0.966244], [-1.044304, 0.070479, 2.080718], [-0.091181, 1.478587, -1.810132], [2.053630, 2.546505, -0.562105], [0.303191, 1.593560, -2.833879], [-1.440345, 1.081484, 2.060559], [-1.070752, 0.932235, -1.901874], [0.268781, -2.028992, -0.455467], [-1.305641, -0.095240, -0.103418], [2.613366, 1.640002, -1.977932], [-0.253461, 2.507601, -1.380762], [-1.837389, -0.603762, 2.362332], [0.639529, -1.968355, 1.339659], [-0.183375, -0.012885, 2.762681], [1.090261, -0.248085, -1.356743], [-1.137715, -2.516703, 0.722157], [-2.645232, -3.567446, 0.979864], [3.023301, 1.044370, -0.405339]],
  "atomic_forces_ev_per_a": [[-0.4, -0.6, -0.4], [-3.8, 0.3, -0.6], [0.1, -0.2, -0.6], [-1.4, 0.0, -0.3], [4.7, 2.3, -0.3], [-0.4, -0.1, 0.2], [0.4, 0.0, -0.7], [-0.3, 0.3, 0.4], [0.2, -0.1, 0.0], [-0.1, 0.0, 0.4], [0.1, 0.2, 0.3], [1.0, 0.6, 0.2], [-0.7, 0.1, 0.8], [-0.1, 0.2, 0.5], [0.1, 0.2, -0.5], [0.0, -1.0, -0.5], [-0.2, -0.3, 0.2], [-0.8, -0.2, -0.5], [-0.4, 0.1, -0.1], [0.4, 0.0, 0.0], [-0.4, -1.7, 0.7], [1.6, 0.0, 0.2], [0.4, 0.0, 0.5]],
  "s2": 0.755,
  "energy_ev": -10556.682,
  "homo_lumo_gap_ev": [10.44, 8.55],
  "max_force_ha_per_bohr": 0.101,
  "de_lowest_kj_mol": 137.10,
  "multiplicity": 2
}


Please write out number 3 again, unchanged.
{
  "formula": "C6H15O",
  "method": "wB97M-V/def2-TZVPD",
  "symbols": ["O", "C", "C", "C", "C", "C", "C", "H", "H", "H", "H", "H", "H", "H", "H", "H", "H", "H", "H", "H", "H", "H"],
  "coordinates": [[0.865016, -1.390304, 0.151024], [2.094089, -0.857024, 0.343992], [-1.112113, 0.701211, -0.791970], [-0.771194, 1.019828, 0.667003], [-1.718638, 1.880378, -1.522223], [-1.949905, -0.573322, -0.782427], [2.586608, -0.953136, 1.821592], [-0.150033, 0.462081, -1.275376], [2.104541, 0.248105, 0.130345], [-1.852676, 1.628361, -2.582231], [-1.739096, 1.129551, 1.188820], [-1.335177, -1.368481, -0.362855], [-2.291178, -0.808519, -1.801652], [3.382075, -0.255870, 2.084559], [-2.674227, 2.212626, -1.084636], [2.872510, -1.337745, -0.297291], [3.028087, -1.950689, 1.932587], [-1.046415, 2.747276, -1.516930], [-0.252861, 1.984233, 0.740849], [-2.863277, -0.378793, -0.200218], [1.720528, -0.960944, 2.486605], [-0.214601, 0.202818, 1.121531]],
  "atomic_forces_ev_per_a": [[0.4, -0.3, 0.1], [-0.8, 0.3, 0.3], [1.1, -0.4, 0.5], [-0.9, 0.7, -0.1], [-0.2, 0.2, -0.3], [-0.4, 0.7, -0.6], [0.2, -1.3, -0.5], [-0.3, -0.1, 0.1], [0.2, 0.0, -0.3], [-0.3, 0.0, 0.1], [0.2, 0.1, 0.1], [-0.1, -0.1, 0.0], [0.2, -0.2, 0.1], [-0.1, 0.4, 0.1], [0.1, -0.2, -0.2], [0.2, 0.3, 0.0], [0.0, -0.1, 0.2], [0.0, -0.1, 0.2], [0.1, -0.2, 0.1], [0.1, -0.2, 0.1], [0.1, 0.5, 0.0], [0.2, 0.0, -0.2]],
  "energy_ev": -8512.336,
  "homo_lumo_gap_ev": 6.41,
  "max_force_ha_per_bohr": 0.028,
  "de_lowest_kj_mol": 19.39,
  "total_charge": -1
}